Below is 5 unconnected molecules or ions with the total composition C38H82N4O5S in a non-equilibrium geometry, with properties calculated with ωB97M-V with the def2-TZVPD basis set.

Summary:
* net charge: +1
* highest occupied orbital energy (alpha / beta): -9.13 / -9.13 eV
* E: -67751.474 eV
* 2S+1: 2
* F_max: 0.0725 Eh/bohr
* LUMO energy (alpha / beta): -2.7164 / -6.7492 eV

Positions of all 130 atoms, in Å:
C  2.738  -5.916  2.025
S  2.839  -4.497  0.840
O  1.488  -4.108  0.319
C  3.535  -3.270  1.958
H  3.737  -6.173  2.377
H  2.213  -6.693  1.470
H  2.139  -5.722  2.915
H  4.246  -3.712  2.656
H  2.687  -2.923  2.548
H  3.921  -2.382  1.458
C  0.416  -1.460  2.711
C  0.879  -0.347  1.748
C  0.998  -0.947  0.284
C  1.080  0.218  -0.744
C  -0.128  1.122  -0.630
C  -0.290  1.733  0.779
N  -0.182  0.677  1.793
O  -0.394  1.176  3.024
C  0.789  2.784  0.951
C  -1.647  2.456  0.633
C  2.366  0.103  2.130
H  -0.341  -1.167  3.439
H  1.240  -1.635  3.404
H  0.330  -2.406  2.176
H  1.943  -1.459  0.101
H  0.306  -1.737  -0.006
H  1.028  -0.299  -1.702
H  2.107  0.579  -0.810
H  -1.067  0.604  -0.822
H  0.188  1.921  -1.301
H  1.840  2.510  0.860
H  0.735  3.527  0.155
H  0.746  3.244  1.939
H  -1.445  3.253  -0.082
H  -2.447  1.828  0.242
H  -1.970  2.879  1.584
H  2.928  0.721  1.429
H  3.101  -0.684  2.301
H  2.252  0.781  2.976
H  -1.330  0.997  3.139
C  -3.271  7.991  -1.293
C  -4.304  7.109  -0.577
C  -3.581  6.399  0.553
C  -4.400  5.875  1.702
C  -5.302  7.029  2.304
C  -6.203  7.545  1.154
N  -5.377  8.011  0.001
O  -5.958  8.885  -0.944
C  -7.319  6.595  0.881
C  -6.957  8.769  1.859
C  -4.954  6.053  -1.506
H  -3.162  8.915  -0.726
H  -3.478  8.235  -2.334
H  -2.276  7.550  -1.360
H  -2.956  5.535  0.325
H  -2.933  7.174  0.962
H  -3.657  5.647  2.466
H  -4.967  4.959  1.531
H  -4.775  7.906  2.679
H  -5.924  6.752  3.155
H  -7.943  6.417  1.757
H  -7.930  6.754  -0.007
H  -6.931  5.594  0.693
H  -6.162  9.514  1.897
H  -7.871  9.095  1.363
H  -7.325  8.557  2.863
H  -5.350  6.391  -2.464
H  -5.647  5.534  -0.844
H  -4.238  5.355  -1.941
H  -5.650  9.725  -0.597
C  -2.666  -4.586  2.533
C  -3.763  -3.785  1.689
C  -3.398  -2.236  1.665
C  -2.365  -1.955  0.617
C  -2.967  -2.389  -0.747
C  -3.080  -3.914  -0.816
N  -3.954  -4.238  0.294
O  -4.408  -5.617  0.185
C  -3.913  -4.114  -2.105
C  -1.785  -4.747  -0.911
C  -5.078  -3.738  2.522
H  -1.674  -4.133  2.555
H  -2.736  -5.593  2.121
H  -2.838  -4.863  3.573
H  -4.251  -1.570  1.537
H  -2.996  -1.836  2.596
H  -1.433  -2.519  0.665
H  -2.113  -0.895  0.636
H  -2.125  -2.165  -1.402
H  -3.810  -1.794  -1.099
H  -4.522  -5.012  -1.999
H  -4.697  -3.378  -2.285
H  -3.167  -4.154  -2.898
H  -1.044  -4.089  -1.365
H  -1.355  -4.914  0.076
H  -1.927  -5.703  -1.415
H  -5.547  -4.710  2.674
H  -5.746  -3.078  1.968
H  -5.100  -3.203  3.471
H  -3.524  -5.989  0.189
C  9.071  -2.823  -1.545
C  8.230  -2.052  -2.639
C  8.346  -2.809  -4.054
C  7.479  -4.028  -3.976
C  5.981  -3.686  -3.761
C  5.773  -2.928  -2.488
N  6.775  -1.812  -2.317
O  6.658  -1.099  -1.135
C  4.336  -2.341  -2.621
C  5.777  -3.885  -1.251
C  8.841  -0.700  -2.874
H  8.727  -3.853  -1.448
H  10.146  -2.832  -1.729
H  8.999  -2.358  -0.562
H  8.075  -2.116  -4.851
H  9.375  -3.161  -4.125
H  7.587  -4.554  -4.924
H  7.851  -4.796  -3.298
H  5.503  -4.647  -3.572
H  5.617  -3.067  -4.581
H  4.006  -1.900  -1.680
H  3.612  -3.149  -2.732
H  4.204  -1.644  -3.448
H  6.728  -4.414  -1.185
H  5.106  -4.735  -1.373
H  5.430  -3.429  -0.324
H  8.324  -0.025  -3.557
H  9.031  -0.121  -1.970
H  9.884  -0.748  -3.190
H  5.738  -0.824  -1.133

Results of the Löwdin charge analysis, in e, for atoms 1 through 2:
1. C -0.2253
2. S 0.8063